No. 1
{
  "formula": "CHFO2",
  "method": "the ωB97M-V functional and the def2-TZVPD basis",
  "elements": ["C", "O", "O", "F", "H"],
  "positions_angstrom": [[-0.5616, 0.1866, -0.0404], [-1.2277, 1.1760, 0.0577], [0.8174, 0.3810, -0.0227], [1.7182, -0.8143, 0.0373], [-0.7463, -0.9294, -0.0319]],
  "lowdin_charge": [-0.289, 0.123, 0.056, -0.052, 0.162],
  "orbital_gap_ev": 11.1,
  "e_tot_ev": -7861.5471,
  "e_homo_ev": -12.1,
  "smiles": "O=COF"
}

=====

No. 2
{
  "formula": "C34H59F7N19O14S2",
  "method": "the ωB97M-V functional and the def2-TZVPD basis",
  "elements": ["C", "C", "C", "C", "C", "C", "C", "C", "C", "C", "S", "C", "N", "N", "C", "O", "C", "C", "C", "C", "S", "O", "O", "C", "F", "F", "C", "F", "F", "C", "F", "F", "F", "C", "C", "C", "O", "O", "C", "C", "O", "N", "C", "C", "H", "H", "H", "H", "H", "H", "H", "H", "H", "H", "H", "H", "H", "H", "H", "H", "H", "H", "H", "H", "H", "H", "H", "H", "H", "H", "H", "C", "O", "N", "N", "H", "H", "H", "H", "C", "O", "N", "N", "H", "H", "H", "H", "C", "O", "N", "N", "H", "H", "H", "H", "C", "O", "N", "N", "H", "H", "H", "H", "C", "O", "N", "N", "H", "H", "H", "H", "C", "O", "N", "N", "H", "H", "H", "H", "C", "O", "N", "N", "H", "H", "H", "H", "C", "O", "N", "N", "H", "H", "H", "H"],
  "positions_angstrom": [[0.0423, -4.8379, 2.8195], [-0.2068, -3.5981, 1.9371], [0.1779, -2.3461, 2.7303], [0.2773, -1.0223, 1.8993], [-0.5824, -1.0897, 0.6710], [-0.0503, -1.2701, -0.5942], [1.4390, -1.3901, -0.7860], [2.2044, -0.0374, -0.8454], [1.3833, 1.2254, -0.5842], [2.2988, 2.4546, -0.7285], [2.9527, 3.0684, 0.8428], [1.5662, 3.4862, 1.7982], [0.8432, 4.5597, 1.7532], [-0.1190, 4.4346, 2.7152], [0.0830, 3.2993, 3.2956], [1.1319, 2.6411, 2.7734], [-0.9253, -1.3578, -1.6851], [-2.2917, -1.2596, -1.6073], [-2.8784, -1.0558, -0.3533], [-4.3022, -0.9256, -0.1594], [-5.4456, -0.9791, -1.5298], [-4.8173, -0.8214, -2.8005], [-6.4874, -0.0335, -1.2774], [-6.1065, -2.7331, -1.5028], [-5.7948, -3.2851, -0.3027], [-5.4600, -3.4009, -2.4485], [-7.6327, -2.8559, -1.7231], [-7.8658, -2.6112, -3.0210], [-8.3314, -2.0033, -0.9744], [-8.1771, -4.2927, -1.4106], [-9.3383, -4.4682, -2.0112], [-8.3571, -4.3952, -0.0959], [-7.3394, -5.2561, -1.8146], [-4.7937, -0.7806, 1.1154], [-6.2303, -0.6743, 1.5542], [-6.6393, 0.7509, 1.8740], [-6.3758, 1.6743, 1.1944], [-7.3981, 0.8977, 3.0070], [-6.6974, 0.5316, 4.1668], [-5.8848, 1.6566, 4.7349], [-6.7750, -0.5515, 4.6277], [-3.9119, -0.7450, 2.1558], [-2.5921, -0.8292, 2.0267], [-2.0054, -0.9836, 0.7767], [-0.2808, -4.6587, 3.8396], [1.1051, -5.0600, 2.7772], [-0.5103, -5.6655, 2.4036], [0.4170, -3.6571, 1.0482], [-1.2700, -3.6062, 1.6828], [-0.5034, -2.2488, 3.5790], [1.1668, -2.5103, 3.1432], [-0.1136, -0.2175, 2.5219], [1.3108, -0.8102, 1.6689], [1.8402, -2.0077, 0.0131], [1.5862, -1.9431, -1.7121], [2.6398, 0.0460, -1.8385], [3.0457, -0.0742, -0.1538], [0.6043, 1.2833, -1.3460], [0.8889, 1.2068, 0.3846], [3.1863, 2.1565, -1.2794], [1.7756, 3.2327, -1.2739], [-0.5130, 2.9050, 4.0951], [-0.4793, -1.5270, -2.6568], [-2.8383, -1.3606, -2.5258], [-6.8927, -1.0349, 0.7786], [-6.3667, -1.3462, 2.3999], [-5.2737, 2.0971, 3.9473], [-5.2601, 1.2577, 5.5243], [-6.5867, 2.4071, 5.0898], [-4.2878, -0.6649, 3.0932], [-2.0047, -0.8006, 2.9281], [4.1437, -3.8781, 2.2342], [3.0799, -3.3535, 2.5415], [5.3111, -3.5776, 2.8658], [4.2363, -4.8036, 1.2366], [6.1920, -3.9942, 2.6320], [5.2732, -2.9009, 3.6049], [3.3917, -5.0482, 0.7553], [5.0945, -5.2462, 0.9682], [-6.2778, -5.7329, -5.7679], [-6.2920, -5.5146, -6.9612], [-5.6357, -6.8146, -5.2235], [-6.9032, -4.9137, -4.8618], [-5.6147, -7.0137, -4.2424], [-5.1691, -7.4353, -5.8580], [-7.3841, -4.1140, -5.2288], [-6.9004, -5.0742, -3.8723], [5.8843, 6.2385, 0.7018], [6.2877, 5.2482, 0.1086], [4.5902, 6.2979, 1.1259], [6.6648, 7.3235, 0.9741], [4.1786, 7.0675, 1.6191], [4.0474, 5.4839, 0.8992], [7.6192, 7.2935, 0.6673], [6.3369, 8.1388, 1.4597], [-5.0961, 5.3517, 0.6234], [-5.2167, 5.5864, 1.8133], [-5.3724, 4.1194, 0.0978], [-4.6757, 6.2963, -0.2720], [-5.2808, 3.8921, -0.8738], [-5.6873, 3.4155, 0.7436], [-4.4664, 7.2081, 0.0887], [-4.5714, 6.1242, -1.2531], [-3.2434, -7.0727, 2.4047], [-2.2615, -6.7781, 3.0622], [-3.5489, -8.3610, 2.0779], [-4.1255, -6.1286, 1.9384], [-4.3519, -8.6246, 1.5400], [-2.9256, -9.0758, 2.4051], [-3.9306, -5.1732, 2.1651], [-4.9407, -6.3478, 1.3984], [6.5492, 10.5409, -1.4406], [6.5423, 10.9415, -0.2888], [6.1224, 9.2855, -1.7710], [6.9834, 11.3097, -2.4839], [6.1163, 8.9199, -2.7037], [5.8038, 8.7085, -1.0146], [7.3027, 12.2353, -2.2684], [6.9968, 10.9983, -3.4358], [7.2343, 1.6886, -2.2193], [6.4096, 1.0747, -2.8815], [8.4319, 1.1440, -1.8494], [7.0178, 2.9671, -1.7938], [9.1153, 1.6358, -1.3068], [8.6333, 0.2036, -2.1482], [6.1471, 3.3946, -2.0429], [7.6660, 3.4939, -1.2395], [11.4628, -0.5463, -3.6395], [10.3454, -0.9922, -3.4447], [11.6734, 0.7558, -3.9991], [12.5898, -1.3094, -3.5157], [12.5803, 1.1469, -4.1671], [10.8626, 1.3381, -4.1006], [12.4661, -2.2694, -3.2549], [13.5162, -0.9624, -3.6733]],
  "lowdin_charge": [-0.090, -0.239, -0.182, -0.110, -0.118, -0.159, -0.112, -0.164, -0.245, -0.429, 1.009, -0.685, 0.061, 0.055, -0.187, 0.018, 0.051, 0.014, -0.076, -0.101, 0.801, -0.234, -0.227, -0.446, 0.115, 0.149, -0.384, 0.173, 0.175, -0.551, 0.218, 0.189, 0.167, -0.158, 0.004, -0.424, 0.190, 0.115, -0.494, 0.050, 0.173, 0.179, 0.084, -0.055, 0.081, 0.062, 0.039, 0.103, 0.096, 0.105, 0.084, 0.105, 0.113, 0.103, 0.120, 0.119, 0.120, 0.117, 0.085, 0.074, 0.085, 0.127, 0.138, 0.104, 0.112, 0.136, 0.097, 0.096, 0.114, 0.177, 0.143, -0.659, 0.010, 0.162, 0.162, 0.100, 0.107, 0.101, 0.099, -0.679, 0.043, 0.148, 0.155, 0.085, 0.103, 0.102, 0.047, -0.684, 0.003, 0.158, 0.159, 0.100, 0.026, 0.109, 0.101, -0.686, 0.019, 0.151, 0.149, 0.093, 0.046, 0.103, 0.090, -0.666, 0.024, 0.156, 0.148, 0.094, 0.109, 0.087, 0.087, -0.688, 0.015, 0.150, 0.148, 0.093, 0.072, 0.103, 0.091, -0.691, 0.001, 0.154, 0.151, 0.091, 0.080, 0.088, 0.078, -0.682, 0.017, 0.151, 0.149, 0.092, 0.099, 0.102, 0.093],
  "orbital_gap_ev": 6.1,
  "e_tot_ev": -133885.5513,
  "e_homo_ev": -10.8,
  "total_charge": 1
}

=====

No. 3
{
  "formula": "C32H46BaN6O2S2",
  "method": "the ωB97M-V functional and the def2-TZVPD basis",
  "elements": ["Ba", "C", "N", "C", "C", "N", "C", "C", "C", "C", "C", "C", "N", "C", "N", "C", "C", "N", "C", "C", "N", "C", "C", "H", "H", "H", "H", "H", "H", "H", "H", "H", "H", "H", "H", "H", "H", "H", "H", "H", "H", "H", "H", "H", "H", "H", "H", "H", "H", "H", "H", "O", "S", "C", "C", "C", "C", "S", "O", "C", "C", "C", "C", "C", "C", "C", "C", "C", "C", "C", "C", "H", "H", "H", "H", "H", "H", "H", "H", "H", "H", "H", "H", "H", "H", "H", "H", "H", "H"],
  "positions_angstrom": [[0.0554, 0.2429, 0.1509], [-1.5381, 3.1648, -2.4281], [-0.4271, 3.7699, -1.7118], [-0.7299, 4.9997, -0.9958], [0.8030, 3.1976, -1.7244], [0.9065, 1.8921, -1.9053], [2.0522, 1.4651, -2.6271], [2.4739, 2.1741, -3.7549], [3.6293, 1.8416, -4.4410], [4.3944, 0.7687, -4.0050], [3.9473, 0.0107, -2.9369], [2.7494, 0.2996, -2.2806], [2.2912, -0.5215, -1.2177], [2.4398, -1.8268, -1.3385], [2.5969, -2.5728, -0.2075], [3.0580, -1.9547, 1.0203], [2.0939, -3.9342, -0.0769], [2.3995, -2.5086, -2.5169], [3.3268, -3.5945, -2.8085], [1.6962, -1.9844, -3.6763], [1.8629, 4.0118, -1.4490], [3.0867, 3.4770, -0.8741], [2.0276, 5.2978, -2.1179], [-2.0784, 3.9394, -2.9739], [-2.2484, 2.6846, -1.7458], [-1.1636, 2.4228, -3.1267], [-1.6852, 4.8810, -0.4829], [-0.8118, 5.8592, -1.6643], [0.0404, 5.1990, -0.2545], [1.8842, 3.0209, -4.0885], [3.9306, 2.4222, -5.3022], [5.3227, 0.5152, -4.4981], [4.5316, -0.8382, -2.6001], [3.6729, -1.0883, 0.7941], [3.6462, -2.6789, 1.5852], [2.2262, -1.6403, 1.6690], [1.6104, -4.2464, -0.9964], [1.3615, -3.9815, 0.7338], [2.9025, -4.6303, 0.1522], [3.9508, -3.8033, -1.9440], [3.9748, -3.2992, -3.6376], [2.7971, -4.5051, -3.0941], [0.9459, -1.2603, -3.3659], [1.1990, -2.8137, -4.1812], [2.3718, -1.4954, -4.3813], [2.8661, 2.5854, -0.2894], [3.5135, 4.2346, -0.2156], [3.8234, 3.2200, -1.6395], [1.1540, 5.5293, -2.7192], [2.8926, 5.2445, -2.7845], [2.1904, 6.1022, -1.3991], [0.5807, 1.8182, 1.9868], [0.9236, 2.7969, 3.1005], [0.3662, 1.9866, 4.6151], [-0.9689, 1.2482, 4.5016], [-0.8022, -0.2706, 4.5446], [-2.1230, -1.0119, 4.3197], [-2.2806, -1.8829, 2.7407], [-1.4576, -1.0719, 1.7451], [-1.3614, -3.3562, 3.0965], [0.0199, -3.3606, 3.2625], [0.6559, -4.5440, 3.5894], [-0.0843, -5.7142, 3.7440], [-1.4576, -5.7042, 3.5663], [-2.1050, -4.5189, 3.2367], [-0.2770, 4.1007, 2.9765], [0.0582, 5.3248, 3.5391], [-0.8611, 6.3626, 3.4869], [-2.0895, 6.1704, 2.8696], [-2.4058, 4.9448, 2.2952], [-1.4956, 3.9014, 2.3433], [0.3562, 2.7805, 5.3639], [1.1890, 1.3163, 4.8750], [-1.4917, 1.5347, 3.5860], [-1.6109, 1.5636, 5.3258], [-0.4040, -0.5603, 5.5184], [-0.0598, -0.5701, 3.8023], [-2.9754, -0.3301, 4.3488], [-2.3089, -1.7821, 5.0694], [0.5895, -2.4487, 3.1387], [1.7284, -4.5618, 3.7322], [0.4189, -6.6360, 4.0027], [-2.0289, -6.6150, 3.6789], [-3.1778, -4.5024, 3.0888], [1.0247, 5.4721, 4.0068], [-0.6158, 7.3219, 3.9210], [-2.8034, 6.9820, 2.8310], [-3.3647, 4.8056, 1.8137], [-1.7168, 2.9436, 1.8888]],
  "lowdin_charge": [1.933, -0.035, -0.133, -0.038, -0.430, -0.042, -0.276, -0.034, -0.069, -0.071, -0.039, -0.275, -0.049, -0.427, -0.144, -0.045, -0.028, -0.151, -0.036, -0.023, -0.143, -0.024, -0.036, 0.100, 0.084, 0.088, 0.081, 0.098, 0.094, 0.120, 0.111, 0.111, 0.121, 0.095, 0.101, 0.057, 0.091, 0.078, 0.103, 0.092, 0.100, 0.098, 0.093, 0.102, 0.097, 0.087, 0.101, 0.098, 0.088, 0.100, 0.098, -0.841, 1.035, -0.297, -0.217, -0.224, -0.295, 1.038, -0.817, -0.398, -0.088, -0.062, -0.045, -0.045, -0.072, -0.398, -0.073, -0.046, -0.045, -0.067, -0.095, 0.106, 0.099, 0.091, 0.132, 0.131, 0.080, 0.097, 0.107, 0.084, 0.116, 0.119, 0.120, 0.116, 0.119, 0.120, 0.119, 0.118, 0.099],
  "orbital_gap_ev": 7.5,
  "e_tot_ev": -69319.7522,
  "e_homo_ev": -12.2,
  "total_charge": 2
}

=====

For each record above, in turn, the calculated relative energy (zero: lowest compared OMol25 entry of this formula, charge and spin) values are 476.54 0.00 5.30 kJ/mol.